[1]
DFT (the ωB97M-V functional and the def2-TZVPD basis) results for a molecular structure, C29H29N2O5Rh.

Atoms and positions in Å:
C1 -1.555 -1.704 -1.164
C2 -1.973 -0.364 -0.882
C3 -1.137 0.535 -1.605
H1 -2.821 -0.111 -0.260
C4 -0.194 -0.239 -2.352
C5 -0.458 -1.626 -2.093
H2 0.554 0.138 -3.045
C6 -0.884 -0.480 3.120
C7 -2.119 -0.179 2.486
C8 -1.998 1.098 1.861
H3 -3.000 -0.816 2.484
C9 -0.668 1.580 2.076
C10 0.016 0.596 2.863
H4 -1.266 1.617 -1.645
H5 0.062 -2.479 -2.531
H6 -2.038 -2.610 -0.803
H7 1.034 0.693 3.241
H8 -2.799 1.641 1.356
H9 -0.662 -1.354 3.727
Rh1 -0.033 -0.639 -0.406
C11 -0.016 2.849 1.556
C12 0.847 3.435 2.692
C13 -1.058 3.897 1.142
H10 0.227 3.611 3.584
H11 1.288 4.381 2.370
H12 1.662 2.756 2.963
H13 -1.736 4.124 1.977
H14 -1.651 3.570 0.280
H15 -0.534 4.821 0.869
C14 0.829 2.457 0.285
C15 1.802 3.494 -0.244
H16 0.140 2.212 -0.536
H17 1.430 1.552 0.504
O1 2.398 4.240 0.530
N1 2.061 3.608 -1.594
C16 1.849 2.636 -2.675
H18 2.776 4.309 -1.777
C17 0.564 2.891 -3.444
C18 0.310 2.179 -4.626
H19 1.108 1.557 -5.046
C19 -0.951 2.236 -5.229
H20 -1.167 1.595 -6.093
C20 -1.918 3.123 -4.731
H21 -2.901 3.175 -5.209
C21 -1.611 3.958 -3.649
H22 -2.333 4.699 -3.295
C22 -0.361 3.850 -3.015
H23 -0.096 4.529 -2.201
H24 1.869 1.595 -2.291
H25 2.694 2.719 -3.378
O2 -1.287 -2.849 1.444
C23 -0.054 -3.050 1.354
O3 0.836 -2.207 0.896
C24 0.458 -4.412 1.783
C25 1.804 -4.786 1.592
C26 2.256 -6.057 1.946
C27 1.361 -7.002 2.492
C28 0.014 -6.643 2.693
C29 -0.426 -5.371 2.335
N2 1.807 -8.317 2.825
O4 3.011 -8.608 2.631
O5 0.983 -9.137 3.297
H26 2.498 -4.071 1.152
H27 3.293 -6.348 1.809
H28 -0.664 -7.376 3.122
H29 -1.475 -5.122 2.482

Properties
E_LUMO (alpha / beta) in eV: -0.675 / -3.600
Kohn-Sham gap (alpha / beta) in eV: 5.24 / 4.63
Multiplicity: 5
ΔE to the lowest compared entry with this formula, charge and spin in kcal per mole: 11.4


[2]
DFT (the ωB97M-V functional and the def2-TZVPD basis) results for a molecular structure, C29H29O3P2Tl.

Atoms and positions in Å:
Tl1 -2.647 3.461 -0.996
C1 0.518 2.100 -3.329
C2 -0.027 3.531 -3.322
C3 0.951 4.486 -4.017
O1 -0.189 3.902 -1.914
C4 -1.411 3.540 -4.010
O2 -1.396 3.601 -5.263
O3 -2.445 3.394 -3.288
H1 1.457 2.086 -2.790
H2 0.626 1.992 -4.396
H3 -0.291 1.532 -2.884
H4 1.975 4.316 -3.646
H5 0.683 5.490 -3.847
H6 0.972 4.375 -5.108
H7 0.672 4.140 -1.557
C5 -0.112 -1.162 -0.436
P1 -1.228 0.319 -0.214
C6 -2.828 -0.172 0.473
C7 -3.957 0.126 -0.289
C8 -5.219 0.049 0.281
C9 -5.408 -0.263 1.620
C10 -4.308 -0.736 2.308
C11 -3.048 -0.710 1.743
C12 -0.354 1.246 1.084
C13 -0.961 1.834 2.163
C14 -0.221 2.608 3.036
C15 1.163 2.822 2.851
C16 1.771 2.217 1.759
C17 1.014 1.486 0.865
P2 0.108 -2.415 0.917
C18 0.738 -3.853 0.054
C19 0.847 -3.985 -1.294
C20 1.125 -5.226 -1.866
C21 1.343 -6.347 -1.112
C22 1.224 -6.247 0.281
C23 0.971 -5.003 0.845
C24 1.630 -1.632 1.586
C25 2.838 -1.470 0.865
C26 3.882 -0.707 1.305
C27 3.817 -0.118 2.574
C28 2.648 -0.239 3.308
C29 1.577 -1.019 2.851
H8 0.852 -0.775 -0.888
H9 -0.639 -1.682 -1.219
H10 -3.949 0.295 -1.387
H11 -6.119 0.146 -0.357
H12 -6.423 -0.336 2.012
H13 -4.496 -1.043 3.321
H14 -2.167 -0.879 2.328
H15 -2.032 1.699 2.422
H16 -0.689 3.168 3.811
H17 1.714 3.385 3.573
H18 2.836 2.354 1.579
H19 1.477 0.981 0.005
H20 0.720 -3.154 -1.919
H21 1.175 -5.355 -2.956
H22 1.486 -7.371 -1.528
H23 1.434 -7.160 0.860
H24 0.975 -4.910 1.971
H25 2.768 -1.917 -0.083
H26 4.765 -0.526 0.687
H27 4.637 0.521 2.923
H28 2.521 0.258 4.205
H29 0.653 -1.049 3.448

Properties
E_LUMO in eV: 0.077
Kohn-Sham gap in eV: 8.39
Multiplicity: 1
ΔE to the lowest compared entry with this formula, charge and spin in kcal per mole: 22.9


[3]
DFT (the ωB97M-V functional and the def2-TZVPD basis) results for a molecular structure, C29H30BrCrIN4O2S5.

Atoms and positions in Å:
Cr1 0.295 0.527 0.520
S1 2.295 0.299 1.651
C1 3.158 1.764 1.337
C2 4.383 1.987 1.987
C3 5.099 3.134 1.740
C4 4.615 4.086 0.832
C5 3.412 3.892 0.193
C6 2.659 2.734 0.441
S2 1.140 2.528 -0.365
H1 4.750 1.240 2.679
H2 6.041 3.293 2.247
H3 5.186 4.982 0.629
H4 3.025 4.621 -0.505
C7 0.597 -1.217 4.292
C8 -0.429 -1.973 3.453
S3 -0.919 -1.318 1.805
C9 -2.459 -0.413 2.172
C10 -2.278 0.909 2.882
S4 -0.941 1.910 2.131
C11 -0.132 2.570 3.634
C12 0.787 1.653 4.430
S5 -0.025 0.221 5.230
H5 1.432 -0.890 3.683
H6 0.969 -1.905 5.052
H7 -1.360 -2.129 3.998
H8 -0.008 -2.950 3.209
H9 -3.100 -1.073 2.757
H10 -2.923 -0.273 1.198
H11 -2.004 0.757 3.918
H12 -3.195 1.498 2.827
H13 -0.953 2.936 4.250
H14 0.438 3.428 3.274
H15 1.210 2.244 5.244
H16 1.599 1.277 3.819
C13 -1.548 -2.942 -1.777
O1 -1.562 -1.543 -1.516
C14 -2.764 -0.932 -1.544
C15 -3.934 -1.555 -1.942
C16 -5.121 -0.834 -1.936
Br1 -6.702 -1.695 -2.519
C17 -5.173 0.462 -1.486
C18 -4.005 1.092 -1.041
C19 -2.797 0.408 -1.132
O2 -1.596 1.059 -0.782
C20 -4.157 2.393 -0.377
N1 -5.306 3.008 -0.310
C21 -5.118 4.095 0.512
C22 -6.028 5.057 0.953
C23 -5.561 6.021 1.821
C24 -4.224 6.047 2.248
C25 -3.310 5.102 1.827
C26 -3.785 4.127 0.958
N2 -3.184 3.035 0.369
H17 -2.205 -3.473 -1.085
H18 -0.522 -3.262 -1.619
H19 -1.838 -3.157 -2.807
H20 -3.936 -2.584 -2.267
H21 -6.105 1.004 -1.426
H22 -1.668 1.963 -1.113
H23 -7.058 5.029 0.625
H24 -6.238 6.780 2.191
H25 -3.905 6.826 2.927
H26 -2.279 5.120 2.156
H27 -2.254 2.730 0.598
I1 3.848 -2.971 -3.147
C27 2.443 -1.622 -2.433
C28 1.677 -0.746 -3.169
N3 0.918 -0.075 -2.288
N4 1.150 -0.455 -1.026
C29 2.079 -1.402 -1.100
H28 1.642 -0.564 -4.229
H29 0.261 0.660 -2.479
H30 2.470 -1.872 -0.214

Properties
Total charge: +1
E_LUMO (alpha / beta) in eV: -3.777 / -4.509
Kohn-Sham gap (alpha / beta) in eV: 6.62 / 5.89
Multiplicity: 2
ΔE to the lowest compared entry with this formula, charge and spin in kcal per mole: 24.9


[4]
DFT (the ωB97M-V functional and the def2-TZVPD basis) results for a molecular structure, C29H30BrN6OPd.

Atoms and positions in Å:
Pd1 0.578 -0.453 -0.019
C1 2.528 2.085 4.276
C2 2.252 2.353 2.931
C3 1.579 1.436 2.159
C4 1.161 0.205 2.729
C5 1.425 -0.046 4.099
C6 2.102 0.886 4.847
N1 0.531 -0.698 1.950
N2 0.103 -1.840 2.367
C7 -0.051 -2.795 1.455
C8 -0.441 -4.111 1.798
C9 -0.610 -5.044 0.805
C10 -0.391 -4.716 -0.534
C11 -0.009 -3.416 -0.901
C12 0.165 -2.471 0.072
H1 3.056 2.813 4.873
H2 2.585 3.286 2.500
H3 1.357 1.654 1.107
H4 1.056 -0.963 4.529
H5 2.302 0.686 5.889
H6 -0.567 -4.354 2.842
H7 -0.904 -6.052 1.060
H8 -0.500 -5.471 -1.297
H9 0.155 -3.192 -1.949
Br1 -3.253 -0.823 -6.401
C13 -1.942 -0.661 -5.034
C14 -0.588 -0.842 -5.337
C15 0.362 -0.729 -4.346
C16 -0.017 -0.416 -3.026
C17 -1.385 -0.265 -2.732
C18 -2.334 -0.376 -3.720
N3 0.902 -0.295 -2.006
C19 2.139 0.069 -2.228
C20 3.178 -0.163 -1.276
C21 4.531 -0.100 -1.651
C22 5.497 -0.519 -0.755
C23 5.097 -0.976 0.498
C24 3.744 -0.980 0.813
N4 2.817 -0.570 -0.038
H10 -0.293 -1.068 -6.350
H11 1.400 -0.905 -4.588
H12 -1.673 -0.045 -1.709
H13 -3.381 -0.251 -3.495
H14 2.429 0.481 -3.190
H15 4.793 0.250 -2.637
H16 6.542 -0.507 -1.029
H17 5.818 -1.320 1.224
H18 3.401 -1.329 1.780
C25 -3.099 4.017 0.582
N5 -2.147 3.019 0.164
C26 -0.898 3.548 -0.332
C27 -2.176 1.687 0.432
O1 -1.095 1.053 0.381
N6 -3.339 1.041 0.706
C28 -3.264 -0.279 1.290
C29 -4.666 1.513 0.406
H19 -2.558 4.872 0.989
H20 -3.777 3.649 1.345
H21 -3.672 4.389 -0.275
H22 -1.094 4.447 -0.912
H23 -0.402 2.804 -0.958
H24 -0.235 3.808 0.499
H25 -2.317 -0.762 1.032
H26 -4.091 -0.891 0.939
H27 -3.334 -0.208 2.378
H28 -4.648 2.336 -0.300
H29 -5.196 1.813 1.315
H30 -5.241 0.699 -0.038

Properties
Total charge: +3
E_LUMO (alpha / beta) in eV: -12.261 / -12.730
Kohn-Sham gap (alpha / beta) in eV: 4.22 / 3.50
Multiplicity: 1